One molecule with the formula C5H8N2 at a distorted geometry. Source: the OMol25 dataset; level of theory: ωB97M-V/def2-TZVPD.

```
15
Properties=species:S:1:pos:R:3:lowdin_charge:R:1
C -2.4603 -0.1162 -0.0146 -0.0197
C -1.4604 0.7456 -0.0266 -0.2215
C 0.3469 -0.7672 0.1126 -0.1716
C 1.9685 -0.5997 -0.0925 -0.2359
C 1.0070 1.3217 0.0077 -0.1462
H -3.5111 0.0218 0.2202 0.0439
H -2.3469 -1.2475 -0.2700 0.0859
H -1.7055 1.8495 0.1663 0.1349
H 0.1811 -1.5484 -0.7150 0.1332
H 0.1661 -1.0671 1.2013 0.1425
H 2.2888 -0.9857 -1.0359 0.0923
H 2.4507 -1.2738 0.6690 0.1180
H 1.0290 2.4022 0.0607 0.1212
N -0.1157 0.5070 -0.3358 -0.1025
N 2.1617 0.7577 0.0526 0.0255
```

For the orbital gap, the calculation gives 0.3541 Ha. Its multiplicity is 1. Its calculated total energy is -8292.6048 eV. The structure (SMILES) is C=CN1C=NCC1. As for the charge: 0. For the HOMO energy, the calculation gives -8.60 eV.